1.
74
Properties=species:S:1:pos:R:3:lowdin_spin:R:1 method="wB97M-V/def2-TZVPD" homo_lumo_gap_ev="4.5 / 5.2" multiplicity=5 lumo_ev="-0.777 / -2.392"
Pt -0.150 1.281 -0.341 0.782
C -4.386 2.227 -0.338 -0.016
C -3.215 1.550 -0.046 0.028
N -2.013 2.101 -0.234 -0.009
C -1.920 3.361 -0.721 0.038
C -3.069 4.097 -1.100 0.004
C -4.327 3.495 -0.891 0.023
C -2.891 5.363 -1.693 0.132
C -1.620 5.877 -1.906 -0.007
C -0.494 5.210 -1.476 0.117
C -0.615 3.953 -0.845 -0.011
N 0.387 3.183 -0.404 0.280
C 1.713 3.395 -0.282 0.136
C 2.364 4.637 -0.090 0.204
C 3.736 4.689 0.023 0.047
C 4.508 3.539 -0.044 0.243
C 3.911 2.276 -0.202 0.018
C 4.646 1.074 -0.262 0.235
C 3.968 -0.127 -0.415 0.071
C 2.591 -0.128 -0.495 0.177
N 1.867 1.001 -0.424 0.194
C 2.497 2.197 -0.289 0.076
H -5.334 1.744 -0.162 -0.001
H -3.225 0.537 0.331 0.002
H -5.225 4.022 -1.180 0.001
H -3.755 5.920 -2.023 0.007
H -1.514 6.822 -2.418 -0.003
H 0.487 5.603 -1.685 0.008
H 1.775 5.531 0.039 0.010
H 4.218 5.638 0.200 -0.002
H 5.579 3.601 0.046 0.011
H 5.722 1.099 -0.205 0.013
H 4.500 -1.064 -0.471 0.000
H 2.034 -1.044 -0.627 0.011
C 0.925 1.413 4.973 0.001
C -0.563 1.432 4.702 0.007
S -0.970 0.897 2.961 0.008
O 0.149 1.446 2.144 0.101
C -0.640 -0.926 3.136 0.004
C 0.703 -1.341 2.572 0.017
H 1.154 1.948 5.891 0.000
H 1.451 1.894 4.151 0.000
H 1.294 0.394 5.068 0.000
H -0.965 2.443 4.774 0.000
H -1.119 0.784 5.376 0.001
H -1.442 -1.391 2.563 0.003
H -0.757 -1.190 4.184 0.000
H 0.733 -1.097 1.510 0.015
H 0.835 -2.416 2.682 0.000
H 1.530 -0.835 3.063 0.001
O -0.066 1.472 -2.736 0.181
Se -1.181 0.438 -3.287 0.004
O -1.263 0.421 -4.843 0.015
O -2.548 0.592 -2.527 0.002
O -0.548 -1.178 -2.854 0.042
C -0.817 -9.630 -1.589 0.000
C -0.813 -8.139 -1.706 0.000
O -1.297 -7.492 -2.587 0.000
S 0.035 -7.373 -0.330 0.000
C -0.147 -5.650 -0.726 -0.002
C -0.659 -4.807 0.253 0.002
C -0.803 -3.465 -0.015 0.016
C -0.453 -2.955 -1.267 0.021
C 0.067 -3.812 -2.236 0.000
C 0.233 -5.157 -1.964 0.002
C -0.562 -1.513 -1.511 0.087
C -0.625 -0.646 -0.512 0.641
H -0.606 -10.048 -2.571 0.000
H -1.808 -9.969 -1.293 0.000
H -0.088 -9.968 -0.859 0.000
H -0.933 -5.221 1.212 0.000
H -1.198 -2.792 0.728 0.012
H 0.360 -3.408 -3.194 0.000
H 0.652 -5.815 -2.711 0.000

2.
75
Properties=species:S:1:pos:R:3:lowdin_charge:R:1 method="wB97M-V/def2-TZVPD" charge=-2 homo_lumo_gap_ev=5.5 multiplicity=1 lumo_ev=3.717
Pt -1.138 2.342 -0.608 0.130
Se -0.969 7.351 -1.407 -0.321
Sb -1.110 5.766 0.407 -0.330
Se -2.845 3.941 0.128 -0.082
Se 0.587 3.892 0.220 0.020
Se -1.131 6.689 2.648 -0.274
C 2.223 2.820 -3.149 -0.066
C 0.842 2.309 -3.538 -0.381
C 0.697 2.167 -5.050 -0.068
C 0.479 0.981 -2.859 -0.296
C 1.501 -0.145 -3.003 -0.068
O 2.159 -0.190 -1.709 -0.011
C 1.383 0.542 -0.869 -0.348
N 0.417 1.167 -1.406 -0.063
C 1.880 0.610 0.531 -0.159
C 3.269 0.617 0.657 -0.020
C 3.865 0.807 1.892 -0.079
C 3.066 0.984 3.010 -0.074
C 1.686 0.944 2.891 -0.079
C 1.062 0.748 1.661 -0.321
P -0.783 0.627 1.528 1.066
C -0.955 -1.192 1.824 -0.376
C -2.130 -1.754 1.323 -0.111
C -2.356 -3.121 1.387 -0.085
C -1.407 -3.949 1.971 -0.092
C -0.245 -3.400 2.498 -0.098
C -0.018 -2.033 2.419 -0.099
C -1.295 1.292 3.160 -0.364
C -1.732 0.501 4.223 -0.100
C -2.164 1.088 5.405 -0.111
C -2.161 2.471 5.539 -0.103
C -1.731 3.266 4.486 -0.076
C -1.307 2.681 3.302 -0.120
H 2.401 3.796 -3.604 0.084
H 3.019 2.145 -3.484 0.075
H 2.296 2.962 -2.069 0.033
H 0.100 3.033 -3.178 0.125
H 1.385 1.417 -5.454 0.071
H 0.919 3.111 -5.549 0.077
H -0.320 1.873 -5.320 0.079
H -0.507 0.674 -3.206 0.101
H 2.262 0.037 -3.760 0.116
H 1.033 -1.116 -3.161 0.112
H 3.876 0.505 -0.230 0.115
H 4.944 0.836 1.973 0.096
H 3.513 1.158 3.981 0.100
H 1.072 1.081 3.772 0.106
H -2.861 -1.103 0.857 0.093
H -3.255 -3.546 0.956 0.089
H -1.572 -5.019 2.002 0.097
H 0.496 -4.041 2.961 0.095
H 0.904 -1.622 2.815 0.099
H -1.742 -0.578 4.135 0.091
H -2.505 0.460 6.220 0.088
H -2.504 2.929 6.460 0.090
H -1.731 4.347 4.546 0.053
H -0.980 3.319 2.491 -0.005
S -3.546 -4.525 -2.097 0.490
C -2.961 -2.955 -2.023 -1.125
S -3.996 -1.570 -1.980 0.957
C -2.618 -0.496 -1.844 -1.111
N -1.486 -1.136 -1.827 0.031
N -1.697 -2.507 -1.950 -0.139
C -0.518 -3.305 -1.896 -0.209
C 0.472 -2.937 -0.997 -0.021
C 1.651 -3.660 -0.941 -0.069
C 1.844 -4.748 -1.782 -0.100
C 0.851 -5.099 -2.684 -0.092
C -0.334 -4.381 -2.752 -0.046
S -2.923 1.193 -1.756 0.441
H 0.312 -2.085 -0.354 0.096
H 2.417 -3.359 -0.237 0.108
H 2.767 -5.313 -1.742 0.093
H 0.995 -5.941 -3.351 0.096
H -1.109 -4.653 -3.451 0.079

3.
75
Properties=species:S:1:pos:R:3:nbo_charge:R:1 method="wB97M-V/def2-TZVPD" charge=+2 homo_lumo_gap_ev=7.6 multiplicity=1 lumo_ev=-6.328
Y 1.018 0.360 0.008 1.876
C 5.688 -0.295 -0.855 -0.710
C 4.197 -0.201 -0.793 0.305
N 3.520 0.014 0.283 -0.304
N 4.143 0.103 1.481 -0.418
C 3.449 0.328 2.631 0.337
N 4.148 0.440 3.757 -0.733
S 1.776 0.482 2.645 -0.178
C 3.423 -0.306 -2.047 0.156
C 3.923 -1.039 -3.119 -0.198
C 3.231 -1.049 -4.319 -0.103
C 2.080 -0.286 -4.425 -0.214
C 1.625 0.387 -3.301 0.084
N 2.245 0.356 -2.117 -0.552
H 6.151 0.410 -0.163 0.241
H 6.056 -0.054 -1.848 0.266
H 6.032 -1.298 -0.596 0.269
H 5.139 -0.115 1.542 0.404
H 5.154 0.374 3.801 0.417
H 3.658 0.577 4.627 0.442
H 4.828 -1.612 -3.013 0.247
H 3.596 -1.620 -5.155 0.255
H 1.549 -0.207 -5.361 0.256
H 0.732 1.004 -3.363 0.216
N -1.496 2.374 0.910 -0.876
P -1.570 0.659 0.803 0.947
C -3.360 0.495 0.511 -0.267
C -4.203 1.147 1.412 -0.227
C -5.570 1.091 1.228 -0.194
C -6.102 0.362 0.174 -0.151
C -5.266 -0.330 -0.687 -0.198
C -3.892 -0.258 -0.526 -0.214
C -1.493 0.123 2.548 -0.402
C -1.083 0.953 3.588 -0.212
C -1.050 0.460 4.881 -0.199
C -1.409 -0.854 5.135 -0.176
C -1.810 -1.683 4.098 -0.187
C -1.851 -1.199 2.804 -0.145
C -0.434 3.197 0.664 0.430
C -0.577 4.575 0.901 -0.273
C 0.495 5.408 0.705 -0.089
C 1.701 4.859 0.259 -0.276
C 1.762 3.507 0.028 0.077
N 0.721 2.662 0.215 -0.680
H -2.343 2.843 1.222 0.430
H -3.791 1.670 2.266 0.215
H -6.220 1.607 1.917 0.236
H -7.170 0.325 0.032 0.236
H -5.681 -0.931 -1.481 0.233
H -3.241 -0.794 -1.199 0.221
H -0.797 1.979 3.393 0.220
H -0.746 1.111 5.686 0.230
H -1.385 -1.230 6.145 0.236
H -2.095 -2.705 4.294 0.238
H -2.179 -1.836 1.991 0.219
H -1.527 4.956 1.244 0.238
H 0.407 6.466 0.897 0.249
H 2.563 5.484 0.094 0.248
H 2.683 3.050 -0.325 0.206
O -1.500 -5.444 -0.371 -0.889
S -0.493 -4.844 -1.178 2.288
O 0.419 -5.657 -1.912 -0.890
N 0.373 -3.731 -0.269 -0.678
C 0.171 -2.532 -0.661 0.580
O 0.759 -1.516 -0.120 -0.893
C -0.776 -2.358 -1.808 -0.088
C -1.218 -1.193 -2.424 -0.220
C -2.107 -1.298 -3.490 -0.202
C -2.550 -2.540 -3.926 -0.174
C -2.127 -3.705 -3.293 -0.166
C -1.240 -3.588 -2.248 -0.280
H -0.890 -0.207 -2.078 0.180
H -2.470 -0.404 -3.975 0.230
H -3.227 -2.604 -4.765 0.242
H -2.477 -4.674 -3.609 0.254

4.
71
Properties=species:S:1:pos:R:3:lowdin_charge:R:1 method="wB97M-V/def2-TZVPD" charge=+2 homo_lumo_gap_ev=4.5 multiplicity=1 lumo_ev=-7.624
W 1.904 0.463 -1.449 0.072
C -1.981 1.426 1.716 -0.243
C -1.270 0.711 2.838 -0.332
C -0.774 -0.678 2.471 -0.318
Sb 0.929 -0.574 1.128 1.362
C 2.026 -2.178 1.923 -0.421
C 1.411 -3.428 1.919 -0.136
C 2.065 -4.516 2.479 -0.061
C 3.320 -4.350 3.050 -0.047
C 3.925 -3.101 3.062 -0.049
C 3.284 -2.009 2.493 -0.159
C 1.709 1.262 1.870 -0.438
C 2.223 1.428 3.151 -0.108
C 2.858 2.615 3.502 -0.037
C 2.991 3.643 2.578 -0.037
C 2.486 3.493 1.293 -0.059
C 1.854 2.307 0.955 -0.261
Sb -1.416 1.268 -0.386 1.384
C -2.238 3.088 -1.071 -0.433
C -2.034 4.237 -0.314 -0.127
C -2.528 5.455 -0.764 -0.056
C -3.237 5.515 -1.954 -0.045
C -3.443 4.365 -2.707 -0.049
C -2.936 3.151 -2.275 -0.160
C -2.634 -0.301 -1.063 -0.385
C -2.155 -1.605 -1.166 -0.149
C -3.015 -2.624 -1.544 -0.060
C -4.349 -2.344 -1.814 -0.045
C -4.827 -1.047 -1.702 -0.046
C -3.973 -0.018 -1.322 -0.112
H -2.080 2.498 1.872 0.065
H -2.966 0.992 1.512 0.083
H -1.994 0.636 3.658 0.136
H -0.451 1.322 3.211 0.090
H -1.562 -1.292 2.031 0.067
H -0.372 -1.214 3.331 0.073
H 0.425 -3.567 1.485 0.102
H 1.594 -5.490 2.473 0.117
H 3.826 -5.198 3.493 0.119
H 4.899 -2.974 3.516 0.120
H 3.766 -1.039 2.509 0.072
H 2.143 0.632 3.884 0.117
H 3.257 2.734 4.500 0.122
H 3.492 4.560 2.857 0.122
H 2.585 4.288 0.565 0.117
H 1.426 2.264 -0.062 -0.020
H -1.479 4.210 0.618 0.095
H -2.362 6.352 -0.183 0.118
H -3.628 6.462 -2.301 0.120
H -3.996 4.416 -3.635 0.119
H -3.077 2.266 -2.886 0.096
H -1.113 -1.833 -0.965 0.061
H -2.647 -3.639 -1.626 0.115
H -5.019 -3.140 -2.109 0.120
H -5.866 -0.830 -1.908 0.121
H -4.362 0.989 -1.232 0.101
Se 0.054 1.481 -2.604 0.272
Te 3.270 0.282 -3.867 0.342
Te 3.561 2.521 -2.499 0.242
Se 3.784 -0.222 -0.327 0.338
Br 3.162 -5.296 -1.784 0.848
C 2.082 -3.910 -2.437 -0.656
C 1.243 -4.094 -3.524 -0.054
C 0.456 -3.023 -3.914 -0.013
C 0.550 -1.821 -3.243 -0.217
N 1.390 -1.627 -2.205 -0.194
C 2.140 -2.677 -1.816 -0.239
H 1.203 -5.043 -4.041 0.126
H -0.230 -3.109 -4.744 0.130
H -0.066 -0.985 -3.529 0.041
H 2.789 -2.534 -0.968 0.027

How do the records compare in energy? In the order shown, they have -140666.0631, -353143.7098, -82220.8460, -265366.1488 eV.
How do the records compare in energy above the lowest of the compared OMol25 structures with the same formula, charge and spin? In the order shown, they have 0.0, 6.7, 15.4, 17.3 kcal per mole.